Entry 1:
Below is a 11-piece molecular cluster, C5H31N2O11 overall, with properties calculated with ωB97M-V with the def2-TZVPD basis set.

Values from the calculation:
E_HOMO ... -0.133 Ha
Net charge ... -1
M ... 295.3 g mol⁻¹
Energy above the lowest of the compared OMol25 structures with the same formula, charge and spin ... 136.3 kJ/mol

Each line ends with the natural charge from an NBO analysis.
CARTESIAN COORDINATES (ANGSTROEM)
C 0.16320 -0.23933 1.46845  -0.489
O -2.28110 2.05024 -2.93080  -0.972
H -0.48427 -3.47008 -0.04594  0.516
H 0.91524 -0.87908 1.95268  0.237
C -0.44506 0.63533 2.57843  0.225
O -0.79140 0.09922 -4.45469  -1.008
O -1.23304 -1.40057 -2.13018  -0.974
O 2.52772 -2.37695 2.32650  -1.036
H 2.44754 -0.51753 -0.40478  0.382
H 1.98198 -3.30058 0.87073  0.500
O 1.92726 -0.19337 -4.80424  -0.967
H -1.77297 -2.08023 -2.53877  0.485
C -1.76546 0.95270 2.41192  -0.708
H -0.07077 1.34383 4.42032  0.345
O -4.65417 1.60521 -1.70910  -0.966
H -1.95767 1.70337 -2.08304  0.507
H -0.92019 2.92385 1.25577  0.498
H -0.24168 0.62180 -0.42017  0.190
H -2.33067 0.61705 1.55222  0.178
H -1.92939 2.93692 -3.08366  0.493
H 2.60704 1.17867 1.97929  0.497
C 0.66550 0.41966 0.18440  -0.062
N 1.44830 -0.61642 -0.57918  -0.877
H 1.68847 0.50655 3.54010  0.470
H -1.81781 -4.23326 -0.20051  0.465
O 1.37562 -3.33112 0.06838  -1.030
H -0.96297 -0.53046 -3.72804  0.501
H 1.72852 2.24204 -0.48009  0.171
O 2.57151 -0.15859 3.68809  -1.074
H 1.07040 -0.09282 -4.33291  0.490
H -1.11362 0.98005 -4.23233  0.494
H -2.32777 3.64037 1.23123  0.473
H 2.60274 -1.50483 2.82874  0.528
H 2.54312 -0.36985 4.62562  0.463
H -0.69645 -0.97448 1.26246  0.230
N 0.35644 1.00078 3.58603  -0.949
C 1.49478 1.66751 0.43921  -0.080
O -1.32147 -3.47961 -0.55430  -0.999
H -4.19644 0.88297 -1.23009  0.462
H -2.38361 1.53952 3.07664  0.174
H 1.35407 -0.37852 -1.55770  0.360
H -3.99376 1.77838 -2.41289  0.486
H 1.78265 -1.06952 -5.17813  0.455
H 0.99002 2.38583 1.12793  0.174
H -0.55316 -1.84145 -1.61063  0.513
O 2.73229 1.36037 1.03988  -0.749
O -1.51396 3.50079 0.74331  -0.981
H 1.71384 -2.44996 -0.23364  0.499
H 3.07058 -3.08440 2.67748  0.464

Forces on the atoms, in the same order (eV/Å):
-1.3 -1.4 1.2
0.3 -0.1 -0.4
0.2 0.0 -0.2
0.0 0.4 -0.5
-0.9 0.5 -0.4
0.4 -0.4 -0.5
0.0 1.0 -0.8
0.0 -0.3 -0.4
-0.1 0.3 0.4
-1.4 -0.4 -0.6
-0.4 -0.4 0.5
0.1 -0.4 0.5
-0.4 -0.1 -0.2
-0.6 0.5 0.2
0.7 -0.8 0.0
0.2 0.5 -0.2
-0.9 0.0 0.2
0.6 0.3 0.2
0.2 -0.3 -0.1
0.0 -0.2 0.6
0.0 -0.1 0.0
-0.2 -1.0 -0.1
-0.2 0.9 -0.4
-0.9 -0.6 0.9
0.2 0.4 -0.1
2.0 0.3 0.9
-0.2 0.7 0.3
-0.2 -0.5 0.2
0.8 0.2 -0.3
0.3 0.5 -0.5
-0.3 -0.4 0.5
0.2 -0.4 0.3
0.3 -0.4 0.3
-0.1 0.1 -0.1
1.4 1.0 -0.3
1.6 -0.4 -0.8
-0.2 1.2 0.5
-0.3 -0.8 0.5
-0.6 0.5 -0.1
0.3 0.2 0.5
0.1 -0.1 -0.3
-0.5 0.2 0.3
0.3 0.0 -0.2
-0.1 -0.5 -0.6
-0.2 -0.3 0.1
0.6 -0.2 -0.2
0.6 0.5 -0.7
-1.3 -0.3 -0.4
0.2 0.5 0.5

=====

Entry 2:
Below is a 7-piece molecular cluster, C28H36N8O2PS overall, with properties calculated with ωB97M-V with the def2-TZVPD basis set.

Values from the calculation:
E_HOMO ... -0.352 Ha
Net charge ... +1
M ... 579.7 g mol⁻¹

Each line ends with the Mulliken charge.
CARTESIAN COORDINATES (ANGSTROEM)
H -0.42746 0.41472 5.56023  0.377
H -8.36026 -3.84031 1.47503  0.382
C -7.74092 -3.77848 2.35328  -0.527
C 3.42639 3.30380 -0.44188  -0.329
O 0.54676 0.05175 -1.14540  -0.394
S 1.43027 -0.25926 1.71768  -0.303
H 8.43388 2.88688 -1.89559  0.366
H 3.89260 2.39117 -0.77444  0.420
H 1.47680 -2.94576 -0.10488  0.379
C -2.58515 -3.21290 -0.19159  -0.784
H -5.60529 -2.08999 4.14542  0.426
H -3.65720 -5.56915 -2.56241  0.328
H -6.90535 -1.87232 1.99969  0.208
H 0.67606 -1.21106 4.00212  0.087
H 1.17347 4.76903 1.40210  0.370
C 7.58508 5.27590 0.23446  -0.573
O 1.51240 -2.12607 -0.62249  -0.530
H 0.98621 2.68642 -6.06091  0.405
N 0.21459 -1.49274 4.84707  0.148
C 7.23638 4.06838 -0.43014  0.015
C 0.83428 4.78466 -5.29183  -0.522
C -6.63024 -4.06314 4.28911  -0.384
C -6.27467 -2.84729 3.77220  -0.558
P 0.77514 -0.91537 0.06916  0.749
H -2.66049 -5.10958 -6.74847  0.397
H 2.67619 6.48322 -0.05621  0.437
C -2.57742 -3.75128 -5.04858  -0.501
N -0.89859 -1.63110 0.27054  0.744
C -7.55929 -4.65316 3.38897  -0.374
H -3.58299 -6.88336 -4.91678  0.395
C -3.34032 -2.59984 0.76316  -0.011
C 0.98427 3.37324 -5.23119  -0.560
H -1.47712 -1.03657 7.58816  0.411
C 3.67598 4.60829 -0.76646  -0.382
H 9.46643 6.45976 0.07084  0.375
C -3.29611 -5.86120 -4.73744  -0.543
N 9.26060 4.67496 -1.07845  0.028
H -4.33158 -2.96348 1.01989  0.445
H -0.64506 -3.10806 -1.16218  0.627
H 0.69880 5.38289 -6.17681  0.394
H 0.83701 6.26010 -3.62031  0.396
H -2.82514 -3.22475 -3.02384  0.150
H -0.85635 -3.62521 7.05995  0.408
H 1.98906 2.45415 0.85153  0.054
H 1.17419 4.24651 -2.17479  0.192
N -6.95553 -2.68045 2.59198  0.010
H 6.98306 5.82376 0.93994  0.394
C -2.82385 -1.46633 1.41557  -0.406
C -0.40959 -0.64894 5.72640  -0.355
H -2.21432 -2.80450 -5.40953  0.376
H 4.42865 4.95131 -1.45606  0.503
H -8.04335 -5.60898 3.49614  0.407
N 1.07833 4.19063 -3.17462  0.125
N -1.62465 -0.99245 1.16875  -0.728
C -0.60487 -2.76546 6.46221  -0.482
C 8.84036 5.62325 -0.18722  -0.472
H 0.66724 0.98615 -0.90095  0.304
N 2.38781 3.28425 0.45756  0.128
C 0.10270 -2.78434 5.29055  -0.428
H 0.53869 -3.60239 4.74237  0.355
C 1.97715 4.56730 0.71485  -0.669
N -2.89575 -3.93434 -3.72654  0.078
H -2.91929 -4.08641 -0.73826  0.482
C -1.32211 -2.68594 -0.42669  0.006
C 0.89979 5.25803 -4.00809  -0.432
C 2.75577 5.40931 -0.03333  -0.598
H 6.31642 3.51939 -0.32617  0.450
H -6.27038 -4.48266 5.21331  0.418
C -3.34155 -5.21995 -3.53181  -0.254
C -2.81298 -4.93031 -5.69789  -0.395
C 1.13572 3.03905 -3.91149  -0.379
C 8.29151 3.72267 -1.23242  -0.764
H 10.14614 4.67935 -1.54998  0.189
H 1.28363 2.08153 -3.43974  0.400
C -0.92974 -1.40930 6.73899  -0.567
H -3.39083 -0.93761 2.17467  0.466

Forces on the atoms, in the same order (eV/Å):
0.0 0.0 0.0
0.0 0.0 0.0
0.0 0.0 0.0
-0.1 0.0 -0.1
0.0 -0.1 0.2
-0.1 0.0 -0.4
0.0 0.0 0.0
0.0 0.0 0.0
0.5 0.1 0.0
0.3 -0.1 -0.2
-0.1 0.0 0.1
0.0 0.0 0.0
-0.1 0.1 0.1
0.0 0.0 0.1
0.0 0.0 0.0
0.0 0.0 0.0
-0.7 -0.1 -0.2
0.0 0.0 0.0
0.0 0.0 0.0
0.0 0.0 0.0
0.0 0.0 0.0
0.0 0.0 0.0
0.1 0.0 -0.1
0.6 0.3 0.6
0.0 0.0 0.0
0.0 0.0 0.0
0.0 0.0 0.0
0.0 -0.2 -0.4
0.0 0.0 0.0
0.0 0.0 0.0
-0.6 0.2 0.4
0.0 0.0 0.0
0.0 0.0 0.0
-0.1 0.0 0.0
0.0 0.0 0.0
0.0 0.0 0.0
0.0 0.0 0.0
0.1 0.0 0.0
0.0 0.1 0.1
0.0 0.0 0.0
0.0 0.0 0.0
-0.1 0.1 -0.1
0.0 0.0 0.0
0.1 0.0 0.3
0.2 0.1 0.0
0.1 0.0 -0.2
0.0 0.0 0.0
0.0 -0.1 0.0
0.0 0.0 0.0
0.0 0.0 0.0
0.0 0.0 0.0
0.0 0.0 0.0
-0.1 -0.1 0.1
-0.1 0.0 0.1
0.0 0.0 0.0
0.0 0.0 0.0
0.0 0.0 -0.2
-0.1 0.0 -0.2
0.0 0.0 0.0
0.0 0.0 0.0
-0.1 0.0 -0.1
0.1 0.0 0.0
0.0 0.1 0.0
0.1 -0.1 -0.1
0.0 0.0 0.0
0.0 0.0 -0.1
0.0 0.0 0.0
0.0 0.0 0.0
0.1 0.0 0.0
0.0 0.0 0.0
0.0 0.0 0.1
0.0 0.0 0.0
0.0 0.0 0.0
0.0 0.0 0.0
0.0 0.0 0.0
0.1 0.0 -0.1

=====

Entry 3:
Below is an isolated ion of composition C9H9O and charge +1, with properties calculated with ωB97M-V with the def2-TZVPD basis set.

Values from the calculation:
E_HOMO (spin up / spin down) ... -0.451 / -0.457 Ha
Net charge ... +1
M ... 133.2 g mol⁻¹
Energy above the lowest of the compared OMol25 structures with the same formula, charge and spin ... 296.3 kJ/mol

Each line ends with the natural charge from an NBO analysis.
CARTESIAN COORDINATES (ANGSTROEM)
C 2.52980 -0.11387 0.55188  -0.199
C -2.93665 -0.30979 0.85179  0.127
C 0.99113 1.58353 -0.30714  -0.225
O -2.52978 0.54692 -0.01044  -0.327
C -0.42602 -1.64456 -0.83380  -0.196
C -0.03523 0.66790 -0.24429  -0.007
C -1.36584 1.05038 -0.40735  0.142
H 0.73946 2.70222 -0.47510  0.253
C 1.63320 -1.07118 0.28486  -0.137
H 3.09608 1.94276 -0.02957  0.251
H 3.52242 -0.27083 0.95932  0.250
H -0.17151 -2.68460 -0.96032  0.226
H 1.90111 -2.06615 0.57298  0.238
C 0.33096 -0.78999 -0.17221  -0.129
H -4.05205 -0.34656 0.74645  0.196
C 2.20383 1.21218 0.09945  -0.092
H -1.41292 -1.39614 -1.27205  0.205
H -2.50873 -0.91072 1.65209  0.212
H -1.50926 1.89852 -1.00655  0.211

Forces on the atoms, in the same order (eV/Å):
0.1 1.2 -0.7
-3.2 -0.2 0.0
-1.2 3.5 -0.3
1.0 -0.2 -0.1
-1.9 -1.4 -0.7
-2.0 -2.8 0.3
1.1 0.1 0.2
0.6 -2.1 0.0
1.1 -1.1 1.6
-1.8 -1.1 0.7
-0.2 -0.3 -0.1
0.3 -0.1 0.1
-0.1 -0.7 -0.2
-0.2 2.6 -0.2
1.1 -0.2 0.5
4.0 0.9 -0.2
0.8 0.1 0.2
1.1 0.4 -0.6
-0.6 1.2 -0.4